# 1
Computed, not measured: an isolated ion of composition C3H5N2O2 and charge +1 at a distorted geometry, with ωB97M-V/def2-TZVPD.

Summary:
SMILES	C=C=[N+]([O-])/[NH+]=C\O
LUMO level (alpha / beta)	-4.95 / -4.95	eV
net charge	+1
frontier orbital gap (alpha / beta)	9.39 / 9.39	eV
energy relative to the best compared isomer or geometry (same formula, charge and spin)	136.9	kcal/mol
2S+1	1

Each atom is followed by the atoms it is bonded to, with distances in Å.
Positions of all 12 atoms, in Å:
1 C -0.566 -1.406 -1.426  C2 1.310, H8 1.131, H9 1.096
2 C -0.199 -1.343 -0.170  C1 1.310, N3 1.251
3 N 0.067 -1.281 1.050  C2 1.251, O4 1.187, N5 1.616
4 O -0.135 -1.938 2.018  N3 1.187
5 N 0.941 0.026 1.427  N3 1.616, C6 1.300, H10 1.028
6 C 0.707 1.242 1.031  N5 1.300, O7 1.251, H11 1.090
7 O -0.129 1.601 0.172  C6 1.251, H12 1.052
8 H 0.015 -2.269 -1.871  C1 1.131
9 H -1.472 -0.922 -1.809  C1 1.096
10 H 1.841 -0.074 1.914  N5 1.028
11 H 1.510 1.885 1.391  C6 1.090
12 H -0.791 0.865 -0.185  O7 1.052

=====

# 2
Computed, not measured: an isolated ion of composition C3H5N2O3 and charge -1 at a distorted geometry, with ωB97M-V/def2-TZVPD.

Summary:
SMILES	NCC(=O)NC(=O)[O-]
LUMO level	4.06	eV
net charge	-1
frontier orbital gap	8.92	eV
energy relative to the best compared isomer or geometry (same formula, charge and spin)	7.5	kcal/mol
2S+1	1

Each atom is followed by the atoms it is bonded to, with distances in Å.
Positions of all 13 atoms, in Å:
1 N -1.882 -0.012 1.139  C2 1.467, H9 1.010, H10 1.015
2 C -0.681 0.683 0.663  N1 1.467, C3 1.554, H11 1.085, H12 1.094
3 C 0.457 -0.368 0.538  C2 1.554, O4 1.231, N5 1.367
4 O 0.721 -1.058 1.522  C3 1.231
5 N 1.078 -0.643 -0.649  C3 1.367, C6 1.495, H13 1.008
6 C 1.163 0.233 -1.857  N5 1.495, O7 1.241, O8 1.229
7 O 0.205 1.009 -2.002  C6 1.241
8 O 2.161 0.014 -2.540  C6 1.229
9 H -1.742 -0.272 2.106  N1 1.010
10 H -2.016 -0.872 0.615  N1 1.015
11 H -0.524 1.526 1.328  C2 1.085
12 H -0.777 1.046 -0.364  C2 1.094
13 H 1.838 -1.288 -0.500  N5 1.008

=====

What is the 2S+1 in the first record?
1

=====

Which of these has the highest net charge?
C3H5N2O2

=====

Repeat the first record exactly.
Computed, not measured: an isolated ion of composition C3H5N2O2 and charge +1 at a distorted geometry, with ωB97M-V/def2-TZVPD.

Summary:
SMILES	C=C=[N+]([O-])/[NH+]=C\O
LUMO level (alpha / beta)	-4.95 / -4.95	eV
net charge	+1
frontier orbital gap (alpha / beta)	9.39 / 9.39	eV
energy relative to the best compared isomer or geometry (same formula, charge and spin)	136.9	kcal/mol
2S+1	1

Each atom is followed by the atoms it is bonded to, with distances in Å.
Positions of all 12 atoms, in Å:
1 C -0.566 -1.406 -1.426  C2 1.310, H8 1.131, H9 1.096
2 C -0.199 -1.343 -0.170  C1 1.310, N3 1.251
3 N 0.067 -1.281 1.050  C2 1.251, O4 1.187, N5 1.616
4 O -0.135 -1.938 2.018  N3 1.187
5 N 0.941 0.026 1.427  N3 1.616, C6 1.300, H10 1.028
6 C 0.707 1.242 1.031  N5 1.300, O7 1.251, H11 1.090
7 O -0.129 1.601 0.172  C6 1.251, H12 1.052
8 H 0.015 -2.269 -1.871  C1 1.131
9 H -1.472 -0.922 -1.809  C1 1.096
10 H 1.841 -0.074 1.914  N5 1.028
11 H 1.510 1.885 1.391  C6 1.090
12 H -0.791 0.865 -0.185  O7 1.052